The molecule C3H7NOS2. Source: the OMol25 dataset; level of theory: the ωB97M-V functional and the def2-TZVPD basis.

Geometry as XYZ:
```
14
Properties=species:S:1:pos:R:3:mulliken_charge:R:1
C -0.244 -2.340 0.030 -0.78
S -1.565 -1.269 -0.354 -0.02
C -1.015 0.358 0.215 0.05
S -2.163 1.461 0.524 -0.28
N 0.337 0.596 0.239 0.10
C 0.734 1.892 0.173 -0.87
O 1.218 -0.036 -0.672 -0.45
H -0.142 -2.203 1.181 0.29
H -0.861 -3.192 0.065 0.36
H 0.691 -2.431 -0.587 0.30
H 0.135 2.695 -0.495 0.28
H 0.561 2.342 1.219 0.37
H 1.846 2.289 0.035 0.28
H 0.468 -0.163 -1.573 0.39
```

Its HOMO energy is -8.63 eV. The SMILES is CSC(=S)N(C)O. Its relative energy (zero: lowest compared OMol25 entry of this formula, charge and spin) is 116.3 kcal per mole. The value obtained for the molar mass is 137.2 g/mol. The LUMO energy comes out at 0.05 eV. The spin multiplicity is 1.